Entry 1:
ORCA calculation (ωB97M-V/def2-TZVPD) on a structure of composition C11H20N2O5 at a distorted geometry.

Structure (XYZ):
```
38
Properties=species:S:1:pos:R:3:forces:R:3
C 0.830 -0.542 0.757 -0.724 -3.286 0.953
C -0.349 -1.561 0.702 -0.597 3.889 -3.677
C 2.071 -1.449 0.822 2.018 -0.311 1.055
C 2.419 -2.116 -0.553 -1.438 -0.278 -1.447
C 3.403 -0.642 1.296 -2.281 0.464 -0.714
C 4.527 -1.584 1.784 2.697 -1.055 -0.425
C -1.234 -0.248 -1.395 1.113 -0.043 -2.189
C -0.103 0.061 -2.352 2.029 -1.888 -5.320
C -1.375 1.141 -1.001 -2.891 4.790 2.683
C -2.820 1.474 -0.251 -0.829 -1.169 -2.463
C -2.692 2.533 0.747 -3.717 -0.189 2.982
H 0.590 0.348 2.964 -0.397 0.105 -5.273
H 1.393 1.142 1.463 -3.079 -0.925 1.367
H 1.002 -0.067 -0.170 -0.414 0.773 -1.083
H 2.062 -2.325 1.469 -0.924 0.337 0.747
H 2.402 -1.283 -1.292 0.462 -0.718 0.062
H 1.893 -3.079 -1.119 0.583 2.588 2.168
H 3.403 -2.460 -0.328 0.943 -0.211 -0.647
H 3.558 0.031 0.391 0.785 -0.731 1.119
H 3.130 0.100 2.183 0.587 -1.699 -1.646
H 5.106 -2.542 1.089 -2.243 3.177 1.445
H 4.138 -2.173 2.686 0.840 1.166 -0.996
H 5.432 -0.859 2.003 -1.634 -1.811 0.155
H -2.252 -1.705 -0.322 4.038 0.900 -0.747
H -2.026 -0.538 -2.072 -0.422 0.312 -0.347
H -1.437 1.685 -1.979 -0.118 -0.015 1.296
H -0.451 1.643 -0.398 -2.460 -1.525 -1.466
H -3.660 2.289 -0.851 2.154 -3.677 0.555
H -3.338 0.337 0.201 1.346 3.946 -1.198
H -1.108 1.827 1.526 1.570 -1.835 -0.424
H 0.660 0.026 -4.420 -2.941 -2.698 4.533
N 0.451 0.539 1.685 4.464 1.369 3.666
N -1.170 -1.337 -0.539 -3.071 -4.112 4.871
O -0.620 -2.311 1.565 -0.589 -1.239 0.687
O 0.577 1.025 -2.328 2.019 1.690 1.338
O -3.716 3.193 0.983 2.254 0.050 -0.487
O -1.685 2.559 1.581 -0.348 2.333 0.846
O 0.003 -0.618 -3.598 1.214 1.527 -1.981
```
Positions in Å, forces in eV/Å.

For the orbital gap, the calculation gives 9.903 eV. The total energy comes out at -916.57288 Eh. The max |F| comes out at 7.1 eV/A. For the energy above the lowest of the compared OMol25 structures with the same formula, charge and spin, the calculation gives 9.6970 eV.

***

Entry 2:
ORCA calculation (ωB97M-V/def2-TZVPD) on an isolated molecule of C7H9NO at a distorted geometry.

Structure (XYZ):
```
18
Properties=species:S:1:pos:R:3:forces:R:3
C -0.902 -1.265 0.531 2.336 4.054 -3.144
C -0.203 0.010 1.138 -3.982 -1.196 0.532
C -1.012 -1.308 -0.810 -0.479 -1.493 0.063
C 2.032 -0.532 0.201 -1.193 0.352 0.771
C 1.268 -0.037 1.184 1.114 -1.521 -0.186
C -0.804 1.134 0.318 -1.485 1.761 0.621
C -0.510 0.945 -1.095 0.785 -1.992 -1.181
N -0.650 -0.216 -1.631 0.287 0.188 -0.705
O -0.046 2.001 -1.757 0.686 0.486 -2.350
H -1.191 -1.994 1.126 -1.065 -3.523 2.640
H -0.645 0.090 2.187 0.849 0.119 -1.212
H -1.300 -2.333 -1.317 0.309 2.528 0.760
H 3.055 -0.822 0.201 0.759 0.298 0.560
H 1.516 -0.805 -0.682 -0.251 -0.120 -0.956
H 1.591 0.034 2.197 0.973 0.568 0.453
H -1.960 1.169 0.220 1.519 -0.295 1.135
H -0.464 2.089 0.732 -0.148 0.071 -0.469
H 0.225 1.842 -2.743 -1.014 -0.285 2.668
```
Positions in Å, forces in eV/Å.

For the orbital gap, the calculation gives 9.319 eV. The total energy comes out at -402.04065 Eh. The max |F| comes out at 5.6 eV/A. Its structure (SMILES) is C=C[C@@H]1C=CN=C(O)C1. For the energy above the lowest of the compared OMol25 structures with the same formula, charge and spin, the calculation gives 2.7311 eV.

***

Entry 3:
ORCA calculation (ωB97M-V/def2-TZVPD) on a structure of composition C33H42BNO6SnTe.

Structure (XYZ):
```
85
Properties=species:S:1:pos:R:3:forces:R:3
Sn -0.409 0.889 2.068 -0.016 0.056 -0.072
O -4.030 -3.797 1.741 0.067 0.000 -0.033
C -4.379 -2.528 2.000 0.003 0.021 0.000
C -5.669 -2.278 2.474 0.021 -0.007 -0.005
C -6.067 -0.987 2.758 -0.001 -0.002 -0.001
C -5.194 0.082 2.580 -0.009 0.002 0.005
C -3.919 -0.164 2.105 -0.007 -0.014 -0.001
C -3.488 -1.455 1.805 -0.007 -0.019 0.003
C -2.110 -1.717 1.277 -0.036 0.009 0.075
O -1.754 -2.890 1.079 -0.056 -0.023 -0.043
O -1.361 -0.713 1.012 0.117 -0.003 0.003
H -3.080 -3.739 1.428 -0.035 0.003 0.033
H -6.335 -3.120 2.608 -0.006 -0.005 0.002
H -7.072 -0.809 3.124 -0.007 0.000 0.002
H -5.505 1.093 2.805 -0.003 0.010 -0.001
H -3.234 0.661 1.963 -0.006 0.019 -0.019
C 3.333 -0.399 -1.363 -0.069 -0.006 0.040
C 3.567 0.432 -0.106 0.086 -0.042 -0.028
C 4.935 0.130 0.479 -0.021 0.017 -0.005
O 2.557 0.051 0.852 -0.045 -0.033 -0.008
B 1.497 0.938 0.738 0.019 -0.030 0.034
O 1.843 2.000 -0.080 -0.014 0.042 0.007
C 3.266 1.938 -0.317 0.033 0.033 -0.023
C 3.567 2.458 -1.709 -0.047 0.021 0.014
C 3.925 2.832 0.729 -0.027 -0.019 0.024
H 3.362 -1.455 -1.093 0.008 -0.009 0.006
H 4.095 -0.207 -2.120 0.017 -0.001 -0.007
H 2.352 -0.183 -1.788 0.105 0.002 0.058
H 5.054 -0.948 0.586 -0.001 -0.011 0.006
H 5.052 0.585 1.461 0.011 -0.002 0.012
H 5.727 0.499 -0.178 -0.005 0.001 -0.008
H 2.992 1.923 -2.460 -0.014 -0.016 0.005
H 4.632 2.361 -1.933 0.011 0.005 0.002
H 3.293 3.513 -1.769 0.014 -0.009 0.001
H 3.713 2.471 1.737 0.010 -0.006 -0.002
H 3.511 3.836 0.634 0.000 0.015 0.001
H 5.007 2.883 0.593 0.007 0.006 -0.011
C -0.553 4.080 2.060 0.011 0.012 0.006
C -1.528 3.561 1.000 0.011 0.033 0.017
O -2.303 4.383 0.480 -0.013 0.078 -0.076
N -1.449 2.263 0.726 0.011 -0.197 0.055
Te -2.784 1.548 -0.953 -0.009 0.032 0.061
C -4.251 2.040 -2.549 0.014 -0.021 0.002
C -5.081 3.155 -2.451 0.000 0.029 0.023
C -4.980 4.181 -1.351 0.029 0.002 -0.005
C -6.062 3.360 -3.426 0.001 -0.002 -0.012
C -6.238 2.489 -4.484 0.016 -0.004 0.009
C -7.303 2.720 -5.523 -0.003 -0.001 -0.006
C -5.409 1.374 -4.557 0.000 0.009 -0.011
C -4.427 1.130 -3.606 0.005 -0.018 -0.023
C -3.590 -0.115 -3.738 -0.008 -0.008 -0.025
C -1.157 1.707 -2.319 0.013 0.028 0.047
C -0.372 0.583 -2.590 0.005 -0.017 -0.024
C -0.569 -0.770 -1.962 0.014 -0.010 0.004
C 0.673 0.699 -3.510 -0.021 -0.011 -0.069
C 0.962 1.889 -4.149 -0.010 0.009 -0.004
C 2.104 1.998 -5.121 0.004 -0.006 -0.031
C 0.171 2.993 -3.859 -0.010 0.001 -0.002
C -0.888 2.927 -2.962 0.008 0.002 0.012
C -1.710 4.165 -2.742 0.000 0.018 0.020
H -0.535 5.167 2.016 -0.001 0.004 0.016
H 0.456 3.693 1.895 -0.008 0.005 -0.019
H -0.882 3.767 3.053 -0.005 -0.002 -0.001
H -4.194 3.969 -0.627 -0.023 0.020 -0.018
H -5.933 4.264 -0.824 -0.009 -0.010 0.016
H -4.759 5.163 -1.776 -0.010 0.008 0.001
H -6.702 4.234 -3.344 -0.006 0.008 -0.003
H -7.821 3.663 -5.349 -0.003 0.004 -0.001
H -8.046 1.920 -5.509 -0.004 -0.003 -0.002
H -6.874 2.749 -6.526 0.000 0.001 -0.007
H -5.536 0.668 -5.373 -0.005 -0.009 -0.009
H -3.943 -0.725 -4.570 -0.009 -0.011 -0.001
H -3.636 -0.719 -2.829 0.002 -0.002 0.000
H -2.541 0.127 -3.912 -0.032 -0.006 -0.014
H -1.567 -0.910 -1.558 -0.007 -0.013 -0.014
H 0.118 -0.914 -1.125 -0.015 -0.008 0.035
H -0.376 -1.555 -2.696 0.022 -0.001 0.009
H 1.270 -0.182 -3.727 -0.033 0.021 -0.033
H 2.609 1.039 -5.244 0.002 -0.004 0.000
H 2.843 2.725 -4.776 -0.001 0.008 -0.004
H 1.757 2.326 -6.103 0.003 0.004 -0.003
H 0.379 3.940 -4.348 0.002 0.007 -0.002
H -1.173 5.040 -3.110 0.002 0.008 0.001
H -1.940 4.318 -1.687 -0.019 0.010 0.017
H -2.655 4.095 -3.284 -0.007 -0.002 0.004
```
Positions in Å, forces in eV/Å.

As for the net charge: -1. For the orbital gap (alpha / beta), the calculation gives 6.453 / 6.314 eV. The total energy comes out at -2296.23377 Eh. The expectation value of S² is 0.759. The max |F| comes out at 0.2 eV/A. Its spin multiplicity is 2. For the energy above the lowest of the compared OMol25 structures with the same formula, charge and spin, the calculation gives 0.2243 eV.